# 1
C9H17BN3O4 | ωB97M-V with the def2-TZVPD basis set

```
34
Properties=species:S:1:pos:R:3:forces:R:3
N -1.171163 0.235329 -3.820607 -1.1398 -0.3994 3.3294
B -1.918577 -0.774718 -2.994642 -0.7289 -0.1673 -2.4347
O -3.099223 -1.366366 -3.518404 2.0838 0.8429 0.7810
C -1.388431 -1.181610 -1.486635 -1.1408 1.5865 1.4856
C -1.832916 -0.201693 -0.410762 3.2730 -3.8647 2.0706
C -1.265025 -0.609170 0.939549 -0.3696 -0.7525 -3.8743
C -0.418210 -1.851763 0.933753 0.0559 0.2439 1.2106
N -0.094797 -2.720147 -0.086894 -1.6723 3.7502 2.2892
N -0.621082 -2.294127 -1.222565 -0.9350 0.3430 -2.0625
C -0.283143 -3.206279 -2.382098 1.1744 -1.8298 -0.8418
O 0.769928 -2.635814 -3.219451 -2.6953 0.4572 1.1032
O 1.932781 -3.323171 -2.943894 1.8026 -0.8051 0.6226
H -1.819936 1.029868 -3.980751 0.6137 -0.5911 -0.4820
H -0.453623 0.600171 -3.163884 -0.1753 -0.0002 -1.1041
H -3.215097 -1.152608 -4.468833 0.0481 -0.0535 0.7727
H -2.466115 0.706265 -0.606730 0.8023 -1.2285 0.1715
H -1.441470 -0.023336 1.887897 0.4069 -0.7656 -1.1628
H 0.039637 -2.137901 1.942020 -0.7408 0.3344 -1.6752
H 0.180683 -4.188183 -2.008861 -0.9064 1.6773 0.0593
H -1.194337 -3.532466 -2.970707 0.8971 1.2298 0.5263
H 2.365006 -2.922283 -2.150679 -0.5973 0.1036 -0.7009
C 1.840778 3.091521 2.086000 -0.0057 0.4215 -0.1413
C 2.175501 2.429944 3.405810 0.2822 -0.3071 0.0946
C 0.805623 2.023818 3.912218 -0.1975 0.1224 0.4004
O -0.004950 1.761227 2.754168 0.1641 -0.0371 -0.2484
C 0.686796 2.242180 1.591022 -0.1330 -0.1944 -0.0873
H 2.676678 3.122688 1.385967 -0.0750 -0.0106 0.0306
H 1.501729 4.117251 2.260346 0.0257 -0.0713 -0.0694
H 2.787872 1.539746 3.229482 -0.0015 0.0653 0.0602
H 2.710058 3.079309 4.099747 -0.0701 -0.0532 -0.0394
H 0.333190 2.834946 4.474692 0.0462 -0.0475 0.0342
H 0.839193 1.134889 4.545530 -0.1074 0.0226 -0.0850
H 1.047424 1.370510 1.031393 0.0805 0.0314 -0.1082
H -0.004779 2.801970 0.956802 -0.0645 -0.0529 0.0754
```
Forces are in eV/Å.

Output
E (eV): -22935.0780
Charge: +1
Orbital gap (eV): 7.332
LUMO energy (eV): -5.130
Highest occupied orbital energy (eV): -12.46
Multiplicity: 1
Maximum force (eV/A): 5.47

***

# 2
C9H17BiN2 | ωB97M-V with the def2-TZVPD basis set

```
29
Properties=species:S:1:pos:R:3:forces:R:3
C -2.407924 1.019675 -0.521063 -1.3870 3.5784 -0.0689
C -1.496461 2.108012 -0.547069 -3.7730 0.8068 0.0243
H -2.824321 0.604279 0.451455 0.4390 0.7475 -1.2474
H -2.760323 0.535549 -1.480906 0.3970 0.6604 1.1762
H -1.090310 2.512491 -1.523240 -0.6271 -0.4678 1.1884
H -1.142026 2.616731 0.404724 -0.7575 -0.5695 -1.2717
Bi -0.265714 0.167657 -0.386562 4.1733 -3.6355 -1.8511
C 0.060880 -1.779539 -2.014421 1.1272 1.1287 -0.1566
C -0.037774 -0.590223 -2.871563 1.2943 0.1285 1.3606
C 1.932758 -0.396750 -1.554346 -1.0069 -1.6134 -0.3671
C 1.296596 -1.682110 -1.222358 -0.0045 1.4805 -1.1078
H -0.924921 -0.287265 -3.450622 0.7850 -0.4309 -0.0155
H 1.280415 1.286990 -2.950752 0.0687 -0.7203 -0.0630
H 2.841210 0.011110 -1.083665 -0.4485 -0.3789 -0.5220
C 1.114515 0.269479 -2.571018 -0.9843 -1.2947 0.3045
H 1.610472 -2.361041 -0.407408 -0.0295 0.3070 -0.9358
H -0.691210 -2.569736 -1.922200 0.4652 0.2096 -0.2994
N -0.732180 -1.280557 1.437238 -0.7491 -1.3376 -2.0032
C -0.351196 -0.415077 2.533053 -0.2874 -0.9448 1.2232
C 1.058690 0.119759 2.339323 0.7688 0.5219 1.2470
N 1.117650 1.111225 1.291242 -0.2814 2.2470 -1.7678
H -0.134439 -2.110067 1.220567 -0.6807 0.8656 0.7799
H -1.725633 -1.530568 1.266334 0.8707 0.0414 1.0133
H -1.106330 0.394494 2.616688 0.4409 -0.3707 0.2018
H -0.402491 -1.088797 3.393391 0.1823 0.9317 0.6347
H 1.387042 0.680632 3.221206 -0.0051 -0.9728 0.4465
H 1.778059 -0.682796 2.083660 -0.3652 0.3450 0.3584
H 0.595744 2.005599 1.431140 1.0914 -0.9076 0.7066
H 2.019216 1.330852 0.817183 -0.7169 -0.3552 1.0120
```
Forces are in eV/Å.

Output
E (eV): -18407.1065
Charge: +2
Energy relative to the best compared isomer or geometry (same formula, charge and spin) (kJ/mol): 0.0
Orbital gap (eV): 6.745
LUMO energy (eV): -9.278
Highest occupied orbital energy (eV): -16.02
Multiplicity: 1
Maximum force (eV/A): 5.84

***

# 3
C9H17BrOS | ωB97M-V with the def2-TZVPD basis set

```
29
Properties=species:S:1:pos:R:3:forces:R:3
C 1.026096 0.798903 -3.909570 0.9150 -1.6367 -2.3876
C -0.187032 1.566991 -3.419025 -0.0392 0.3323 0.6079
C 0.824326 -0.711222 -3.451471 -0.1516 0.9007 -1.0243
C -0.850960 0.915521 -2.243647 -0.0770 0.1567 0.3448
C -1.865668 -0.282776 1.758490 1.6550 2.0797 0.9943
C 0.285896 -1.585521 1.695831 0.3615 0.4515 3.8086
C -0.663090 -0.776732 3.889920 3.3419 -0.8405 0.2881
C 0.821251 1.314350 1.243318 -2.1913 1.0458 0.5934
C -0.463534 -0.414737 2.414351 1.1349 -1.9916 0.3699
O 0.432537 0.700170 2.476132 -0.0991 2.0682 -1.2131
S -0.315475 -0.624839 -2.012389 0.0919 0.7212 -0.8235
Br 2.507217 0.683171 0.692000 1.0834 -0.8209 -0.9339
H 1.185412 0.692065 -5.139948 -0.4650 0.8474 3.2776
H 1.949966 1.226031 -3.451768 -0.5927 -0.5028 -0.4696
H -0.100222 2.651761 -3.276090 0.8286 -0.1764 0.6101
H -0.938619 1.692064 -4.150853 -1.3304 -0.6685 -1.1839
H 0.420075 -1.360735 -4.265887 0.0708 0.5888 0.7191
H 1.769682 -1.103134 -3.168491 0.7744 -0.5599 0.3966
H -2.137284 -1.283145 1.616170 -0.7190 -1.3392 -0.7802
H -2.586528 0.138955 2.480090 0.2988 0.2817 -0.5901
H -1.725395 0.297958 0.833456 -0.7786 -0.3707 0.1693
H -0.337355 -2.433877 1.875920 -0.0932 -0.9602 -0.1169
H 1.324274 -1.739167 2.094121 -1.0962 0.1147 -0.0069
H 0.397533 -1.408150 0.710372 0.0994 0.5058 -3.4717
H -1.214166 -1.661576 4.050891 -1.8149 -0.3892 0.0343
H 0.249767 -1.122915 4.498721 -0.2623 0.5769 -1.6039
H -0.838956 0.113489 4.408201 -1.5337 1.1669 0.9525
H 1.055013 2.403801 1.245365 -0.5089 -0.7029 1.3033
H -0.024759 1.313298 0.505790 1.0975 -0.8786 0.1359
```
Forces are in eV/Å.

Output
E (eV): -92529.7809
Energy relative to the best compared isomer or geometry (same formula, charge and spin) (kJ/mol): 123.2
Orbital gap (eV): 9.033
LUMO energy (eV): 0.336
Highest occupied orbital energy (eV): -8.70
Multiplicity: 1
Maximum force (eV/A): 3.85

***

# 4
C9H17Cl11 | ωB97M-V with the def2-TZVPD basis set

```
37
Properties=species:S:1:pos:R:3:forces:R:3
Cl -2.074442 -2.617164 13.144570 0.5237 0.6562 0.8400
C -0.858589 -2.108852 14.398542 1.1033 -0.2488 -0.0629
C 0.532908 -2.648189 13.990798 -1.0756 -1.0936 1.3757
Cl 1.184922 -1.890758 12.596087 0.4410 0.7354 -1.2493
H -1.156250 -2.485608 15.377084 -0.0941 -0.4780 -0.2702
H -0.740756 -1.038793 14.569465 -0.6386 0.1845 -0.7489
H 0.439905 -3.716834 13.797297 0.0272 0.0310 -0.1018
H 1.274511 -2.546399 14.783109 -0.2858 0.2146 0.2163
Cl 5.755806 2.156538 5.646627 -0.1081 1.0857 -0.8763
C 6.039445 0.960491 6.872051 -0.2085 -0.8697 0.2109
C 5.310292 -0.335709 6.485844 -0.1697 0.0489 2.5850
Cl 5.894359 -0.993820 5.035934 0.5231 -0.6104 -2.1592
H 5.706441 1.415205 7.805020 -0.0884 -0.4727 0.0687
H 7.112015 0.771782 6.917538 -0.0848 -0.0104 0.0484
H 4.221627 -0.289077 6.512853 0.0737 0.5093 -0.3861
H 5.545359 -1.124114 7.200874 0.0688 0.3162 0.5089
Cl 9.777037 8.972812 3.370695 0.8516 -1.8449 -0.5385
C 10.567444 7.277300 2.959737 -0.0731 0.9547 -0.2035
C 10.058927 6.793541 1.594093 -0.4559 -0.1786 0.3702
Cl 10.795471 5.164363 1.162314 -0.4941 0.9841 0.4603
H 10.287410 6.602914 3.768990 -0.2962 0.1485 -0.2140
H 11.650159 7.391599 3.012207 -0.1690 0.3413 -0.1868
H 10.195114 7.429811 0.719614 0.5911 0.1691 0.4405
H 8.976538 6.713416 1.694551 0.0461 -0.5786 -0.1242
Cl 5.797816 -7.587569 8.631285 0.3590 -0.3145 0.3114
C 7.168565 -8.519269 9.329131 0.4392 0.0152 0.6184
C 8.047506 -7.670182 10.315211 -1.4785 -0.5034 -1.4711
Cl 8.594255 -6.226943 9.452958 0.5442 0.3204 -0.0160
H 7.736313 -8.946830 8.502712 0.1285 0.4304 -0.0053
H 6.758107 -9.377594 9.861008 -0.1831 0.1817 0.1458
H 8.907653 -8.259560 10.632827 -0.1857 0.1677 0.1913
H 7.393580 -7.305001 11.107126 0.3757 -0.2939 0.2255
C 13.338918 0.241606 5.129490 1.3192 0.2726 0.9412
Cl 15.052975 0.721902 4.913142 -0.2230 0.0386 -0.2401
Cl 13.112386 0.244984 6.957615 -0.4552 -0.2759 -1.4593
Cl 13.104217 -1.314789 4.335492 -0.3926 0.4440 0.4835
H 12.759431 1.043482 4.672019 -0.2552 -0.4765 0.2714
```
Forces are in eV/Å.

Output
E (eV): -147354.9892
Energy relative to the best compared isomer or geometry (same formula, charge and spin) (kJ/mol): 95.4
Orbital gap (eV): 10.869
LUMO energy (eV): 0.328
Highest occupied orbital energy (eV): -10.54
Multiplicity: 1
Maximum force (eV/A): 2.59